Record 1
Density functional theory data (wB97M-V/def2-TZVPD) for C37H40CeN6O4Si as an isolated structure.

Computed properties:
Energy relative to the best compared isomer or geometry (same formula, charge and spin) = 30.3 kcal/mol
Spin multiplicity = 2
⟨S²⟩ = 0.751
Charge = -1
Gap between HOMO and LUMO (spin up / spin down) = 0.2234 / 0.2231 Eh
HOMO level (spin up / spin down) = -4.3125 / -4.3039 eV

```
89
C37H40CeN6O4Si, DFT wB97M-V/def2-TZVPD
Ce -0.10 0.25 -0.26
C -0.91 4.40 -2.10
C -1.23 3.03 -1.53
O -0.45 2.57 -0.64
C -2.29 2.34 -2.11
C -2.60 0.99 -1.79
C -3.04 0.10 -2.93
N -2.56 0.46 -0.58
N -2.77 1.38 0.44
C -1.97 1.51 1.44
O -0.85 0.94 1.67
C -2.48 2.46 2.49
C -1.86 3.69 2.66
C -2.29 4.56 3.64
C -3.34 4.20 4.47
C -3.96 2.97 4.31
C -3.53 2.10 3.32
H -0.40 4.27 -3.05
H -0.25 4.94 -1.43
H -1.82 4.98 -2.27
H -2.73 2.77 -3.00
H -3.72 0.66 -3.58
H -3.56 -0.79 -2.56
H -2.18 -0.21 -3.52
H -1.05 3.96 1.99
H -1.81 5.52 3.77
H -3.68 4.87 5.24
H -4.77 2.68 4.96
H -4.01 1.14 3.17
C 2.04 -0.01 1.27
Si 1.85 -1.56 2.26
C 0.00 -1.75 2.81
N -0.93 -2.14 1.74
C -0.76 -3.58 1.43
C -2.08 -4.35 1.33
C -2.84 -4.27 2.65
C -2.92 -2.81 3.15
C -2.31 -1.84 2.12
C 2.40 -3.15 1.37
C 2.55 -4.36 2.04
C 2.96 -5.51 1.40
C 3.24 -5.48 0.04
C 3.10 -4.29 -0.65
C 2.68 -3.14 0.00
C 2.78 -1.63 3.95
C 2.28 -0.92 5.04
C 2.93 -0.90 6.26
C 4.13 -1.58 6.41
C 4.66 -2.26 5.34
C 4.00 -2.28 4.12
H 3.01 0.08 0.77
H 1.89 0.89 1.88
H -0.30 -0.76 3.14
H -0.10 -2.43 3.68
H -0.17 -4.06 2.23
H -0.19 -3.68 0.50
H -1.85 -5.40 1.10
H -2.69 -3.97 0.51
H -2.34 -4.89 3.39
H -3.85 -4.68 2.51
H -2.38 -2.71 4.09
H -3.95 -2.52 3.33
H -2.33 -0.83 2.53
H -2.94 -1.83 1.22
H 2.35 -4.39 3.11
H 3.05 -6.44 1.95
H 3.57 -6.37 -0.47
H 3.33 -4.25 -1.71
H 2.57 -2.21 -0.54
H 1.35 -0.38 4.93
H 2.52 -0.35 7.09
H 4.63 -1.58 7.37
H 5.60 -2.79 5.45
H 4.44 -2.81 3.29
N -4.59 -4.65 -2.32
C -3.56 -4.16 -2.38
C -2.27 -3.60 -2.49
C -1.39 -4.05 -3.48
C -0.13 -3.49 -3.53
C 0.22 -2.52 -2.60
N -0.62 -2.07 -1.66
C -1.84 -2.58 -1.63
H -1.70 -4.82 -4.18
H 0.58 -3.80 -4.29
H 1.21 -2.08 -2.61
H -2.51 -2.15 -0.89
O 1.83 0.02 -1.64
N 1.27 0.77 -2.49
O 0.03 0.59 -2.61
```


Record 2
Density functional theory data (wB97M-V/def2-TZVPD) for C37H40F3N9STi as an isolated structure.

Computed properties:
Spin multiplicity = 2
⟨S²⟩ = 0.761
Charge = +1
Gap between HOMO and LUMO (spin up / spin down) = 0.2411 / 0.2346 Eh
HOMO level (spin up / spin down) = -9.8845 / -9.8987 eV

```
91
C37H40F3N9STi, DFT wB97M-V/def2-TZVPD
Ti 0.67 0.26 0.74
C 3.35 0.08 2.62
C 2.13 0.56 3.42
N 1.17 1.30 2.60
C 1.49 2.73 2.38
C 2.54 2.88 1.30
N 2.28 1.93 0.20
C 3.51 1.46 -0.43
C 3.97 0.14 0.25
N 2.99 -0.31 1.25
H 4.09 0.88 2.58
H 3.81 -0.74 3.16
H 1.62 -0.32 3.82
H 2.47 1.16 4.27
H 0.28 1.29 3.09
H 0.57 3.22 2.08
H 1.82 3.20 3.31
H 2.55 3.91 0.95
H 3.52 2.67 1.71
H 1.66 2.38 -0.48
H 3.33 1.29 -1.48
H 4.30 2.22 -0.36
H 4.10 -0.63 -0.51
H 4.95 0.27 0.71
H 2.91 -1.31 1.19
N -0.28 4.74 -1.10
C -0.71 3.76 -0.25
S -1.53 4.21 1.17
N -0.31 2.54 -0.61
N -0.70 1.43 0.07
C -1.97 1.23 0.35
C -3.09 1.95 -0.29
C -4.11 2.53 0.47
C -5.16 3.17 -0.14
C -5.22 3.25 -1.53
C -4.21 2.69 -2.29
C -3.14 2.05 -1.68
C -2.21 0.26 1.41
C -3.48 -0.20 1.77
C -3.64 -0.89 2.95
C -2.53 -1.12 3.74
C -1.30 -0.74 3.27
N -1.11 -0.08 2.11
H -0.70 5.64 -0.99
H 0.00 4.47 -2.02
H -4.05 2.50 1.55
H -5.94 3.63 0.46
H -6.05 3.75 -2.01
H -4.25 2.74 -3.37
H -2.36 1.60 -2.28
H -4.32 0.03 1.13
H -4.62 -1.24 3.25
H -2.61 -1.62 4.70
H -0.41 -0.97 3.84
C -0.53 -4.38 3.59
C -1.41 -4.16 2.54
C -1.10 -3.27 1.53
C 0.11 -2.56 1.54
C 1.00 -2.81 2.59
C 0.68 -3.71 3.60
N 0.39 -1.64 0.50
C 0.11 -2.27 -0.75
C 0.84 -3.42 -1.10
C 0.56 -4.11 -2.26
C -0.44 -3.67 -3.11
C -1.18 -2.55 -2.77
C -0.91 -1.86 -1.59
H -0.77 -5.09 4.37
H -2.36 -4.69 2.51
H -1.80 -3.10 0.72
H 1.97 -2.32 2.61
H 1.39 -3.89 4.39
H 1.60 -3.78 -0.42
H 1.14 -5.00 -2.51
H -0.66 -4.21 -4.03
H -1.98 -2.22 -3.42
H -1.52 -1.00 -1.31
F 1.32 0.20 -6.93
C 1.28 -0.89 -6.16
F 2.29 -1.69 -6.52
F 0.13 -1.54 -6.42
C 1.35 -0.54 -4.69
C 0.56 0.48 -4.20
C 0.62 0.75 -2.84
N 1.38 0.08 -1.98
C 2.15 -0.89 -2.49
C 2.17 -1.24 -3.83
H -0.08 1.06 -4.85
H 0.04 1.56 -2.42
H 2.77 -1.44 -1.79
H 2.81 -2.03 -4.18
```


Record 3
Density functional theory data (wB97M-V/def2-TZVPD) for C37H40F5GeN3O3V as an isolated structure.

Computed properties:
Spin multiplicity = 2
⟨S²⟩ = 0.775
Charge = +2
Gap between HOMO and LUMO (spin up / spin down) = 0.2206 / 0.2288 Eh
HOMO level (spin up / spin down) = -14.0881 / -14.1380 eV

```
90
C37H40F5GeN3O3V, DFT wB97M-V/def2-TZVPD
V -1.00 -1.53 -0.83
C -2.87 1.87 -1.75
C -1.53 1.89 -2.43
C -1.00 3.09 -2.88
C 0.21 3.12 -3.56
C 0.90 1.95 -3.81
C 0.41 0.72 -3.39
C 1.12 -0.55 -3.78
C -0.81 0.71 -2.69
N -1.47 -0.53 -2.35
C -2.41 -1.02 -3.28
O -2.50 -0.73 -4.43
C -3.20 -2.11 -2.63
C -4.23 -2.86 -3.15
C -4.81 -3.82 -2.32
C -4.36 -4.01 -1.01
C -3.31 -3.22 -0.57
N -2.78 -2.30 -1.38
C -2.65 -3.19 0.77
O -2.92 -3.98 1.63
N -1.68 -2.19 0.82
C -1.31 -1.76 2.14
C -0.12 -2.19 2.75
C 0.87 -3.07 2.05
C 0.10 -1.86 4.08
C -0.85 -1.14 4.81
C -2.02 -0.73 4.19
C -2.27 -1.02 2.86
C -3.57 -0.61 2.24
H -3.05 2.80 -1.22
H -2.98 1.05 -1.04
H -3.67 1.77 -2.49
H -1.55 4.01 -2.71
H 0.60 4.06 -3.92
H 1.83 1.98 -4.37
H 1.82 -0.34 -4.59
H 0.43 -1.31 -4.13
H 1.69 -0.95 -2.95
H -4.57 -2.70 -4.16
H -5.62 -4.43 -2.69
H -4.79 -4.74 -0.35
H 0.38 -3.83 1.44
H 1.50 -3.59 2.78
H 1.54 -2.49 1.40
H 1.00 -2.21 4.57
H -0.68 -0.93 5.85
H -2.77 -0.18 4.76
H -3.97 0.28 2.72
H -4.32 -1.40 2.35
H -3.48 -0.40 1.17
F 3.86 -6.26 -2.09
C 3.11 -5.21 -1.80
C 1.73 -5.29 -1.96
F 1.17 -6.40 -2.40
C 0.96 -4.19 -1.65
F -0.38 -4.21 -1.77
C 1.53 -3.01 -1.19
O 0.74 -1.96 -0.89
C 2.91 -2.95 -1.03
F 3.45 -1.82 -0.58
C 3.69 -4.04 -1.33
F 5.00 -3.98 -1.18
C 1.93 5.71 -1.29
C 2.84 4.51 -1.10
C 2.46 3.64 0.10
C 1.02 3.06 -0.06
Ge 0.94 1.66 1.22
C 0.07 1.84 2.92
C 0.97 2.85 3.66
C 2.41 2.35 3.76
C 3.30 3.29 4.57
H 2.29 6.35 -2.10
H 1.89 6.32 -0.38
H 0.91 5.41 -1.54
H 3.87 4.84 -0.96
H 2.84 3.88 -2.00
H 2.51 4.24 1.01
H 3.20 2.84 0.20
H 0.88 2.68 -1.08
H 0.26 3.81 0.16
H 1.94 0.52 0.97
H 0.03 0.88 3.42
H -0.94 2.23 2.80
H 0.55 3.02 4.65
H 0.95 3.82 3.15
H 2.85 2.24 2.75
H 2.42 1.35 4.20
H 3.32 4.29 4.12
H 4.32 2.92 4.62
H 2.92 3.38 5.59
```


Record 4
Density functional theory data (wB97M-V/def2-TZVPD) for C37H40OP2W as an isolated structure.

Computed properties:
Spin multiplicity = 3
⟨S²⟩ = 2.021
Charge = +2
Gap between HOMO and LUMO (spin up / spin down) = 0.2688 / 0.2190 Eh
HOMO level (spin up / spin down) = -12.9901 / -13.4957 eV

```
81
C37H40OP2W, DFT wB97M-V/def2-TZVPD
W -0.54 -0.97 -1.25
C -1.57 0.29 -2.37
C -2.22 -1.04 -2.40
C -1.90 -2.13 -3.40
C -0.41 -2.61 -3.50
C 0.50 -2.12 -2.44
C 1.12 -0.78 -2.47
C 0.79 0.41 -3.32
C -0.70 0.68 -3.55
C 1.80 -1.01 2.62
H -2.07 1.09 -1.87
H -3.22 -1.10 -1.92
H -2.24 -1.77 -4.39
H -2.50 -3.04 -3.21
H -0.43 -3.71 -3.41
H -0.04 -2.40 -4.53
H 1.02 -2.85 -1.80
H 2.15 -0.78 -2.16
H 1.33 0.31 -4.28
H 1.23 1.31 -2.84
H -0.86 1.79 -3.66
H -1.04 0.19 -4.48
H 1.01 -0.49 3.19
H 2.38 -1.78 3.14
H 1.17 -1.59 1.93
P -2.23 -0.11 0.81
P 2.80 0.15 1.63
C 0.69 0.39 -0.33
C 1.83 -0.26 0.11
C -3.11 -1.71 0.76
C -2.51 -2.81 0.11
C -3.17 -4.03 0.10
C -4.32 -4.23 0.88
C -4.81 -3.16 1.67
C -4.20 -1.92 1.60
C -3.33 1.33 0.49
C -2.79 2.64 0.33
C -3.63 3.70 -0.01
C -5.01 3.48 -0.17
C -5.55 2.19 0.00
C -4.71 1.12 0.31
C 4.46 -0.54 1.33
C 4.65 -1.94 1.23
C 5.91 -2.46 0.94
C 7.02 -1.62 0.77
C 6.84 -0.23 0.88
C 5.58 0.30 1.17
C 2.75 1.95 1.32
C 2.66 2.89 2.35
C 2.65 4.26 2.02
C 2.68 4.68 0.68
C 2.66 3.74 -0.34
C 2.77 2.39 -0.03
H 0.49 1.47 -0.35
H 2.20 -1.18 -0.36
H -1.45 -2.72 -0.30
H -2.80 -4.84 -0.55
H -4.83 -5.18 0.90
H -5.67 -3.30 2.31
H -4.51 -1.06 2.23
H -1.72 2.82 0.48
H -3.21 4.71 -0.15
H -5.67 4.30 -0.43
H -6.63 2.00 -0.12
H -5.12 0.11 0.42
H 3.81 -2.61 1.40
H 6.02 -3.54 0.86
H 7.99 -2.05 0.54
H 7.70 0.42 0.74
H 5.49 1.39 1.28
H 2.61 2.53 3.38
H 2.64 5.00 2.81
H 2.71 5.74 0.44
H 2.60 4.04 -1.39
H 2.80 1.66 -0.84
C -1.03 1.15 3.07
C -1.54 -0.16 2.57
O -1.45 -1.21 3.19
H -1.86 1.85 3.18
H -0.30 1.58 2.38
H -0.59 0.99 4.05
```


Record 5
Density functional theory data (wB97M-V/def2-TZVPD) for C37H41As2F2N3PRuS as an isolated structure.

Computed properties:
Energy relative to the best compared isomer or geometry (same formula, charge and spin) = 4.0 kcal/mol
Spin multiplicity = 2
⟨S²⟩ = 0.759
Charge = +2
Gap between HOMO and LUMO (spin up / spin down) = 0.3165 / 0.2467 Eh
HOMO level (spin up / spin down) = -13.3969 / -13.5157 eV

```
88
C37H41As2F2N3PRuS, DFT wB97M-V/def2-TZVPD
Ru 0.24 0.62 -0.04
C 0.57 3.99 1.51
As 0.91 2.11 1.82
C 0.29 2.00 3.65
C 2.83 2.00 2.04
C 3.54 2.93 2.81
C 4.92 2.86 2.87
C 5.60 1.87 2.17
C 4.91 0.94 1.41
C 3.52 1.00 1.35
As 2.50 -0.34 0.39
C 3.56 -0.79 -1.16
C 2.90 -1.84 1.57
H 1.04 4.57 2.29
H -0.50 4.16 1.53
H 0.96 4.29 0.53
H 0.67 2.86 4.19
H 0.66 1.09 4.13
H -0.80 2.02 3.68
H 3.02 3.71 3.35
H 5.47 3.58 3.46
H 6.68 1.83 2.21
H 5.45 0.17 0.88
H 4.51 -1.22 -0.86
H 3.72 0.10 -1.76
H 3.02 -1.53 -1.75
H 3.98 -1.85 1.69
H 2.56 -2.79 1.18
H 2.45 -1.66 2.55
F 3.85 4.28 -1.88
C 2.99 3.31 -2.19
C 2.33 2.66 -1.16
C 1.42 1.65 -1.43
C 1.20 1.28 -2.78
C 1.89 1.98 -3.77
F 1.69 1.68 -5.07
C 2.78 2.99 -3.51
C 0.26 0.18 -3.03
C -0.08 -0.32 -4.28
C -0.98 -1.36 -4.39
C -1.54 -1.88 -3.24
C -1.17 -1.34 -2.03
N -0.28 -0.34 -1.91
H 2.59 2.98 -0.16
H 3.30 3.50 -4.31
H 0.35 0.10 -5.17
H -1.24 -1.76 -5.36
H -2.25 -2.70 -3.26
H -1.59 -1.72 -1.12
S -1.62 2.04 -0.12
C -2.95 1.62 -1.13
N -3.54 0.44 -1.26
C -4.79 0.56 -2.02
C -4.62 1.93 -2.70
N -3.58 2.54 -1.86
H -3.39 -0.29 -0.58
H -5.64 0.56 -1.33
H -4.91 -0.25 -2.73
H -5.54 2.52 -2.68
H -4.27 1.84 -3.72
H -3.19 3.45 -2.02
C -0.42 -1.19 3.13
P -0.71 -1.24 1.33
C -2.54 -1.28 1.31
C -3.28 -2.29 0.67
C -4.67 -2.24 0.66
C -5.34 -1.20 1.30
C -4.61 -0.21 1.94
C -3.23 -0.24 1.94
C -0.25 -2.94 0.87
C -0.67 -4.01 1.67
C -0.34 -5.31 1.33
C 0.41 -5.57 0.19
C 0.83 -4.51 -0.62
C 0.50 -3.21 -0.27
H -0.84 -2.07 3.61
H -0.88 -0.31 3.55
H 0.65 -1.15 3.33
H -2.77 -3.13 0.21
H -5.22 -3.03 0.18
H -6.42 -1.18 1.30
H -5.13 0.59 2.45
H -2.69 0.56 2.43
H -1.28 -3.84 2.55
H -0.67 -6.13 1.95
H 0.67 -6.58 -0.08
H 1.41 -4.71 -1.51
H 0.83 -2.39 -0.90
```


> What is the charge in the fourth record?

+2